# 1
Formula: C9H14
Source: the Open Molecules 2025 dataset
Level of theory: the ωB97M-V functional and the def2-TZVPD basis

Each line ends with the Löwdin charge.
Positions of all 23 atoms, in Å:
C -0.6210 -2.8336 0.8165  -0.166
C -1.4887 1.5106 -0.8998  -0.088
C -0.8242 0.3121 -1.1322  -0.072
C 0.3318 0.0747 -0.3982  -0.090
C 0.9530 0.9931 0.4378  -0.277
C -0.9038 2.4300 -0.0312  -0.103
C -0.4033 -3.5951 -0.5059  -0.157
C 0.2939 2.2052 0.6050  -0.054
C 2.3704 0.7614 0.8069  -0.062
H 2.5072 0.6805 1.9105  0.089
H -1.4589 3.3525 0.1420  0.103
H -0.9659 -4.5079 -0.6709  0.057
H -2.4036 1.9100 -1.3191  0.099
H -0.5020 -2.8365 -1.2853  0.047
H 2.8359 -0.2101 0.6719  0.072
H -1.6876 -2.7551 1.0458  0.066
H -0.0833 -1.8877 0.6774  0.020
H 3.0201 1.5253 0.3683  0.088
H -1.3497 -0.4744 -1.6587  0.100
H 0.7504 -0.9147 -0.5447  0.089
H 0.7014 3.0004 1.2066  0.110
H -0.2205 -3.2779 1.7388  0.064
H 0.6464 -3.9325 -0.4833  0.067

Output
SMILES	Cc1ccccc1.CC
E_HOMO	-9.04	eV
E_tot	-9559.1460	eV
energy above the lowest of the compared OMol25 structures with the same formula, charge and spin	1.035	eV
lowest unoccupied orbital energy	1.0	eV
net charge	0

***

# 2
Formula: C9H14
Source: the Open Molecules 2025 dataset
Level of theory: the ωB97M-V functional and the def2-TZVPD basis

Each line ends with the Löwdin charge.
Positions of all 23 atoms, in Å:
C -0.0449 1.2365 -0.1975  -0.094
C 0.1516 -0.0706 2.2400  -0.057
C -1.1759 1.0620 0.5888  -0.055
C 1.6429 -1.8295 -3.4267  -0.174
C 1.1969 0.8280 0.2682  -0.106
C -2.3084 0.1126 2.6409  -0.055
C 1.2947 0.1694 1.4863  -0.089
C -1.0850 0.3800 1.7925  -0.286
C 0.4003 -1.0274 -3.8390  -0.165
H 2.3295 -1.8532 -4.2752  0.059
H -2.1718 0.4099 3.6788  0.076
H -2.1059 1.5190 0.2765  0.108
H -2.5424 -0.9582 2.5928  0.085
H -0.2217 -0.8549 -2.9617  0.051
H 0.7800 -0.0675 -4.1941  0.062
H 2.0892 1.0376 -0.3047  0.097
H -0.0623 1.6855 -1.1789  0.098
H -3.1728 0.6720 2.2927  0.069
H 1.4615 -2.8518 -3.0952  0.060
H 0.2271 -0.6730 3.1327  0.109
H 2.2811 -0.0923 1.8522  0.100
H -0.1786 -1.5465 -4.5925  0.056
H 2.1529 -1.3267 -2.6092  0.050

Output
SMILES	Cc1ccccc1.CC
E_HOMO	-9.07	eV
E_tot	-9559.9868	eV
energy above the lowest of the compared OMol25 structures with the same formula, charge and spin	0.195	eV
lowest unoccupied orbital energy	1.0	eV
net charge	0

***

# 3
Formula: C9H14AuCl2N3O
Source: the Open Molecules 2025 dataset
Level of theory: the ωB97M-V functional and the def2-TZVPD basis

Each line ends with the Löwdin charge.
Positions of all 30 atoms, in Å:
Au -0.1793 -0.2356 -0.3561  0.555
Cl 4.5153 -0.4286 -2.2502  0.300
Cl 2.6252 0.1582 0.0412  0.357
O -0.7363 2.3790 1.0215  -0.104
N -4.9659 -0.4004 -0.8433  0.007
N -6.4810 -2.2557 -0.2404  0.010
N -2.5026 -0.4250 -0.9269  0.031
C 0.6962 -2.0149 0.9845  -0.233
C -0.0705 2.1604 0.0294  -0.470
C 3.0557 0.4292 -1.6953  -0.926
C -5.7145 -1.4187 -0.5068  -0.498
C 2.7804 -2.5548 2.3459  -0.109
C 0.9386 3.2702 -0.3389  -0.145
C 1.6153 -1.5671 2.1761  -0.556
C 2.0062 -0.2266 1.6763  -0.180
C -3.6618 -0.4589 -0.8435  -0.414
H 1.9541 -1.0412 -0.2966  -0.016
H 3.4327 1.4455 0.4964  0.027
H 3.3174 -2.3899 3.2882  0.058
H 1.0397 -1.4571 3.0972  0.101
H 2.4262 -3.5886 2.3284  0.066
H 1.4296 -2.4779 0.3127  0.004
H -0.0057 -2.7774 1.3274  0.020
H 2.6175 0.9231 -2.5483  -0.051
H 1.5171 1.1092 -0.0216  -0.024
H 0.5488 4.2451 -0.0250  0.053
H 1.8643 3.0621 0.2163  0.038
H 3.5069 -2.4368 1.5386  0.055
H 3.7568 -0.6682 0.1298  -0.006
H 1.1851 3.2685 -1.4023  0.050

Output
E_HOMO (alpha / beta)	-0.41 / -0.32	eV
E_tot	-44793.9363	eV
lowest unoccupied orbital energy (alpha / beta)	4.9 / 4.7	eV
net charge	-2

***

# 4
Formula: C9H14BBrN5O3
Source: the Open Molecules 2025 dataset
Level of theory: the ωB97M-V functional and the def2-TZVPD basis

Each line ends with the Löwdin charge.
Positions of all 33 atoms, in Å:
Br -1.5617 1.7367 -2.4435  0.799
O 1.8604 0.1672 0.3496  0.025
O -5.0205 0.4733 3.2977  0.213
O 2.2631 -1.8457 0.9753  0.098
N -1.5368 0.4945 1.4377  0.091
N -3.4016 1.8060 2.0348  0.273
N -1.9302 2.4250 0.2718  0.106
N 2.3000 -0.9602 0.1522  -0.344
N -2.7070 0.6629 4.1933  0.188
C 2.8943 -1.2502 -1.1621  -0.152
C -2.3493 1.6451 1.2891  -0.343
C -1.0693 1.5608 -0.6067  -0.696
C 3.5466 -0.5184 -3.3268  -0.056
C 4.0140 -1.7985 -3.5971  -0.055
C 2.9782 -0.2316 -2.0965  -0.005
C -1.3291 0.1827 -0.0069  -0.177
C 3.3535 -2.5337 -1.4047  0.005
C 3.9171 -2.8018 -2.6417  -0.051
B -3.7379 0.8763 3.2294  -0.595
H -0.0328 1.8710 -0.4988  0.091
H 4.4615 -2.0142 -4.5582  0.114
H 3.2697 -3.2921 -0.6409  0.123
H 3.6307 0.2604 -4.0723  0.113
H 4.2846 -3.7957 -2.8566  0.115
H -5.4553 0.1185 2.5237  0.120
H -2.0899 -0.1214 4.0149  0.090
H -3.0915 0.5215 5.1240  0.097
H -0.6309 0.8160 1.7930  0.153
H -3.9922 2.6103 1.8548  0.170
H -2.6595 2.9242 -0.2293  0.134
H 2.6172 0.7568 -1.8556  0.114
H -0.5287 -0.5378 -0.1372  0.117
H -2.2666 -0.2082 -0.4066  0.123

Output
E_HOMO	-12.43	eV
E_tot	-93866.1694	eV
lowest unoccupied orbital energy	-3.3	eV
net charge	+1

***

- net charge of number 2 (C9H14)?
  0

***

- Which value of net charge does entry 1 give?
  0

***

- Number 4 is which compound?
  C9H14BBrN5O3

***

- What is the E_tot in the fourth record?
  -93866.1694 eV